A molecular structure, C25H29IrN5S, computed with ωB97M-V/def2-TZVPD.

Summary:
Energy above the lowest of the compared OMol25 structures with the same formula, charge and spin (eV): 4.159
Gap between HOMO and LUMO (eV): 5.77
Electronic energy (eV): -47494.8312
Molar mass (g mol⁻¹): 623.8

```
! RIJCOSX wB97M-V def2-TZVPD def2/J DEFGRID3
* xyz 3 1
Ir 0.71764 0.28045 -0.66900
C 0.30389 1.50017 1.81601
N -0.49415 1.29383 0.56540
C -0.77056 2.59971 -0.13096
C -0.97240 2.36315 -1.60645
C -1.77549 3.16442 -2.38900
C -1.80960 2.94541 -3.76255
C -1.04587 1.92425 -4.30368
C -0.28210 1.14130 -3.45802
N -0.24622 1.35431 -2.13730
C -1.82816 0.57700 0.76986
C -1.78611 -0.89980 0.37794
C -3.15267 -1.42056 0.05119
C -3.40362 -2.03700 -1.11062
C -2.37705 -2.19685 -2.11076
C -1.18545 -1.62799 -1.86799
N -0.87785 -0.95841 -0.70137
C 1.12393 0.27986 2.17248
C 1.83625 0.25738 3.35758
C 2.89095 -0.63576 3.50292
C 3.21586 -1.46581 2.44235
C 2.54880 -1.30498 1.24342
N 1.54973 -0.42603 1.09797
H -0.34405 1.84214 2.62548
H 1.02276 2.29213 1.60210
H 0.09255 3.24718 0.02823
H -1.63826 3.08420 0.32001
H -2.35630 3.95878 -1.93893
H -2.42548 3.56774 -4.39833
H -1.04442 1.72317 -5.36570
H 0.31174 0.31980 -3.83774
H -2.48433 1.00034 0.01220
H -2.24679 0.84022 1.74153
H -3.91833 -1.29035 0.80696
H -4.39733 -2.42138 -1.30170
H -2.56305 -2.72289 -3.03372
H -0.38582 -1.66839 -2.60120
H 1.55210 0.91542 4.16937
H 3.46322 -0.66312 4.42087
H 4.00718 -2.19849 2.51831
H 2.82387 -1.87775 0.36624
C -0.54320 -3.70723 3.45864
C -0.74085 -4.08269 2.13951
C -1.11179 -3.12786 1.21859
N -1.29753 -1.84871 1.57999
C -1.07282 -1.45555 2.84678
C -0.70508 -2.37156 3.81125
H -0.29372 -4.44445 4.21057
H -0.62396 -5.10857 1.81954
H -1.29186 -3.36436 0.17859
H -1.54383 -0.52909 3.14732
H -0.55134 -2.03730 4.82785
C 2.63769 2.99186 -1.83236
S 2.82288 1.42767 -0.95474
C 3.57713 0.41551 -2.25599
H 2.07937 2.86549 -2.75731
H 3.63615 3.37206 -2.04142
H 2.13115 3.69075 -1.16980
H 4.56440 0.82950 -2.45542
H 2.97941 0.43080 -3.16560
H 3.69878 -0.60305 -1.88941
*
```

=====

A molecular structure, C4H26BO21, computed with ωB97M-V/def2-TZVPD.

Summary:
Energy above the lowest of the compared OMol25 structures with the same formula, charge and spin (eV): 16.636
Gap between HOMO and LUMO (eV): 8.24
Electronic energy (eV): -48237.4312
Molar mass (g mol⁻¹): 421.0

```
! RIJCOSX wB97M-V def2-TZVPD def2/J DEFGRID3
* xyz -1 1
O -2.54052 1.60075 1.93524
C -1.88359 0.81594 1.17869
O -0.87980 1.10569 0.43215
B -0.30082 -0.18845 -0.04417
O -0.96877 -1.30233 0.62859
C -2.00717 -0.77680 1.38387
O -2.69904 -1.35908 2.20473
O 1.14246 -0.21051 0.26739
C 1.86642 -0.25942 -0.81572
O 3.11883 -0.34668 -0.88281
C 0.81789 -0.28836 -2.00043
O -0.40545 -0.26372 -1.48465
O 0.99394 -0.47066 -3.21042
O -3.46218 2.73866 0.24704
H -3.33197 2.07783 0.92716
H -2.71570 3.33038 0.34131
O 4.77836 -1.12876 0.35589
H 3.85741 -1.38855 0.38032
H 5.18365 -1.73918 -0.26004
O 4.19898 0.97851 0.70005
H 4.24851 0.13706 0.24645
H 3.75151 0.78155 1.52297
O 4.15157 0.36003 -2.43470
H 3.71145 -0.38482 -2.02515
H 4.02970 1.08045 -1.81634
O -3.66950 -2.56353 0.67316
H -2.92693 -1.97771 0.82026
H -4.40604 -2.13037 1.10457
O -1.08094 -3.14102 2.78721
H -0.95633 -2.35561 2.25444
H -1.92369 -3.00586 3.22051
O 2.15067 -0.03467 -4.60315
H 1.52051 -0.74970 -4.51446
H 2.06177 0.25221 -5.51200
O 1.39981 2.21438 0.86840
H 1.73786 2.24760 -0.02651
H 1.10253 1.31129 0.97926
O -2.30845 0.21224 -2.25688
H -2.50593 1.14819 -2.29170
H -1.52237 0.11268 -2.79391
O -4.37678 0.53312 2.84315
H -3.46253 0.63740 2.57951
H -4.86596 0.53892 2.02041
O -0.80481 0.45788 -4.17821
H -0.95977 -0.22072 -4.83527
H 0.01132 0.19688 -3.75152
O 2.98569 -1.62214 1.55769
H 3.49701 -1.12354 2.19502
H 2.12289 -1.20773 1.56525
O -2.34989 1.56154 4.12223
H -2.68669 2.45386 4.20325
H -2.43913 1.35489 3.19187
*
```

=====

2 unconnected molecules or ions with the total composition C4H6N2O, computed with ωB97M-V/def2-TZVPD.

Summary:
Energy above the lowest of the compared OMol25 structures with the same formula, charge and spin (eV): 2.083
Gap between HOMO and LUMO (eV): 8.84
Electronic energy (eV): -9271.4187
Molar mass (g mol⁻¹): 98.1

```
! RIJCOSX wB97M-V def2-TZVPD def2/J DEFGRID3
* xyz 0 1
N -1.70865 0.56670 0.71754
C -0.47713 0.37199 0.47704
C 0.05595 -1.04534 0.23944
O -0.53826 -2.09564 0.25585
N 1.40118 -0.86116 -0.04326
C 1.73471 0.49147 0.00972
C 0.67748 1.26352 0.31293
H -2.42229 -0.65491 -1.66295
H -1.89733 1.56871 0.79724
H -2.21699 -1.21809 -1.22343
H 2.02418 -1.61668 -0.27747
H 2.75746 0.79246 -0.18258
H 0.67341 2.33889 0.42495
*
```

=====

A single C11H13F4N molecule, computed with ωB97M-V/def2-TZVPD.

Summary:
Energy above the lowest of the compared OMol25 structures with the same formula, charge and spin (eV): 1.076
Gap between HOMO and LUMO (eV): 9.76
Electronic energy (eV): -23977.2701
Molar mass (g mol⁻¹): 235.2

```
! RIJCOSX wB97M-V def2-TZVPD def2/J DEFGRID3
* xyz 0 1
F 2.14582 1.10892 -0.55687
F -2.14660 3.92302 1.98548
F -0.29557 3.49032 2.91790
F -0.36748 4.86810 1.26029
C -1.70817 1.50325 0.75032
C 0.49987 2.34030 0.32054
C -1.50584 0.37684 -0.03989
C 0.80942 1.18566 -0.33714
C -0.70442 2.52830 0.95866
C -0.16379 0.06578 -0.54174
N -1.09822 -1.81170 -1.86406
C -0.89163 3.75212 1.73033
C 1.28050 -2.20298 1.09119
C 1.29961 -1.44986 -1.87990
C 0.05079 -2.27650 0.18171
C 0.04869 -1.35553 -1.03788
H -2.74885 1.66803 1.10453
H 1.31432 3.05671 0.63392
H -2.35603 -0.30270 -0.21278
H -1.40030 -1.11179 -2.58584
H -0.84793 -2.69698 -2.25806
H 1.04300 -2.85076 2.01288
H 2.27112 -2.54579 0.73097
H 1.47355 -1.20418 1.37088
H 2.21942 -1.29481 -1.37274
H 1.18907 -0.92342 -2.87174
H 1.50967 -2.49533 -2.10692
H -0.85567 -2.06711 0.82197
H -0.06433 -3.27791 -0.20604
*
```

=====

A single C21H31N3O2S molecule, computed with ωB97M-V/def2-TZVPD.

Summary:
Energy above the lowest of the compared OMol25 structures with the same formula, charge and spin (eV): 0.092
Gap between HOMO and LUMO (eV): 8.23
Electronic energy (eV): -41682.2108
Molar mass (g mol⁻¹): 389.6

```
! RIJCOSX wB97M-V def2-TZVPD def2/J DEFGRID3
* xyz 0 1
C 6.96970 0.36378 -0.05964
C 5.58350 0.02583 0.46568
O 5.44910 -1.38128 0.44838
C 4.29119 -1.93991 0.88751
C 3.18520 -1.23609 1.35162
C 2.05532 -1.91449 1.77465
C 1.99777 -3.30144 1.72739
C 3.11472 -4.00747 1.28119
C 4.24255 -3.33627 0.86764
H 5.11110 -3.87278 0.52106
H 3.08931 -5.08671 1.26481
N 0.86745 -4.01343 2.15766
C -0.40862 -3.53493 2.29167
N -0.89839 -2.70867 1.34050
C -2.19048 -2.08131 1.50910
C -2.11961 -0.63125 1.03857
H -3.09831 -0.16512 1.15557
C -1.68261 -0.57435 -0.42728
N -1.59143 0.79090 -0.89282
C -2.35414 1.27186 -1.90283
O -3.14138 0.56614 -2.49832
C -2.11651 2.73507 -2.28357
C -1.70391 3.66032 -1.13590
C -2.81997 3.77548 -0.10131
C -4.08164 4.32515 -0.76005
C -4.50659 3.43307 -1.92225
C -3.38274 3.29105 -2.94531
H -3.69699 2.61191 -3.73819
H -3.16015 4.26386 -3.38922
H -4.76927 2.44248 -1.54710
H -5.39072 3.85136 -2.40697
H -4.88704 4.38878 -0.02564
H -3.88503 5.33499 -1.12908
H -3.03341 2.79205 0.32378
H -2.50543 4.43371 0.71204
H -0.77150 3.33506 -0.66661
H -1.51169 4.65073 -1.55722
H -1.31099 2.71193 -3.03019
H -0.93892 1.39149 -0.41802
C -0.34391 -1.29984 -0.58555
C -0.45359 -2.72133 -0.03865
H 0.50367 -3.23350 -0.12154
H -1.19427 -3.27381 -0.63442
H -0.06316 -1.33934 -1.63858
H 0.43442 -0.75823 -0.04428
H -2.44051 -1.05302 -1.05739
H -1.40197 -0.08351 1.65477
H -2.46417 -2.13358 2.56406
H -2.94823 -2.62307 0.92906
S -1.29742 -4.04087 3.59500
H 1.05683 -4.80017 2.76527
H 1.21544 -1.36226 2.16779
H 3.19522 -0.15867 1.40631
H 5.46433 0.40395 1.49080
H 4.81420 0.48610 -0.17089
H 7.11271 1.44055 -0.06104
H 7.72607 -0.09676 0.56964
H 7.08491 -0.01414 -1.07170
*
```

=====

A single CH2F3P molecule, computed with ωB97M-V/def2-TZVPD.

Summary:
Energy above the lowest of the compared OMol25 structures with the same formula, charge and spin (eV): 0.798
Gap between HOMO and LUMO (eV): 9.69
Electronic energy (eV): -18511.0158
Molar mass (g mol⁻¹): 102.0

```
! RIJCOSX wB97M-V def2-TZVPD def2/J DEFGRID3
* xyz 0 1
C -1.33187 0.05885 0.26502
F 1.39462 -0.85959 1.10881
F 1.55105 -0.74056 -1.06106
F 1.23287 1.28504 0.10327
P 0.54664 -0.10860 -0.00520
H -1.39593 1.11200 -0.19804
H -1.99739 -0.74715 -0.21281
*
```